# 1
C3H6N2 in the gas phase in a non-equilibrium geometry. Source: the Open Molecules 2025 dataset; level of theory: ωB97M-V/def2-TZVPD.

```
11
Properties=species:S:1:pos:R:3:mulliken_charge:R:1
C -0.97995 -1.01860 0.48303 -0.87
N 0.06592 0.05017 0.83832 -0.35
C 0.98423 0.31140 -0.23954 -0.49
C 0.37619 1.13470 -1.30090 0.36
N -0.13883 1.81181 -2.08270 -0.40
H -1.40455 -0.86058 -0.54869 0.19
H -1.81537 -0.98075 1.20504 0.28
H -0.00995 -1.49110 0.88567 0.47
H -0.27339 0.85858 1.31892 0.25
H 1.88075 0.82562 0.12726 0.31
H 1.31494 -0.64125 -0.68641 0.26
```

Values from the calculation:
- Net charge: 0
- E_tot: -227.3252 a.u.
- LUMO energy: 0.894 eV
- Maximum force: 0.081 Eh/bohr
- Energy above the lowest of the compared OMol25 structures with the same formula, charge and spin: 62.5 kcal/mol
- Frontier orbital gap: 10.2 eV
- Structure (SMILES): CNCC#N



# 2
10 unconnected molecules or ions with the total composition C52H122N6O10 in a non-equilibrium geometry. Source: the Open Molecules 2025 dataset; level of theory: ωB97M-V/def2-TZVPD.

```
190
Properties=species:S:1:pos:R:3:mulliken_charge:R:1
C 0.66343 1.96801 -2.62165 -0.46
C 0.84502 3.46969 -2.25915 0.00
C 1.33062 4.29077 -3.48603 -0.92
O 2.57057 3.90408 -4.06343 -0.16
C 2.82178 4.55908 -5.29763 -0.86
N -0.42813 4.05967 -1.71281 -0.19
H 0.15710 1.53054 -1.78868 -0.61
H 1.57721 1.45084 -2.85079 0.41
H 0.08785 1.91451 -3.54721 0.52
H 1.58311 3.54772 -1.44217 0.23
H 1.35638 5.39287 -3.15025 0.38
H 0.56399 4.17869 -4.22824 0.49
H 2.07345 4.25903 -6.03830 0.34
H 3.84561 4.27334 -5.67734 0.22
H 2.68426 5.64432 -5.19909 0.32
H -0.20818 5.06964 -1.59421 -0.45
H -1.10942 4.09888 -2.46662 0.36
C 4.60424 -5.35447 5.64123 -1.68
C 3.99429 -4.51818 4.51204 0.93
C 3.11870 -3.45910 5.19756 -1.07
O 2.15366 -2.87735 4.29771 0.30
C 1.68134 -1.61742 4.71766 -1.03
N 5.04956 -3.96529 3.59955 -0.65
H 5.29353 -6.07813 5.25201 0.47
H 3.72382 -5.90464 6.10159 0.33
H 4.96268 -4.73310 6.44379 0.35
H 3.40340 -5.16410 3.85097 0.05
H 3.82925 -2.67104 5.46364 0.39
H 2.54140 -3.91035 6.05292 0.32
H 2.47935 -0.89001 4.68352 0.47
H 1.19020 -1.68333 5.69440 0.35
H 0.85447 -1.23648 4.08704 -0.02
H 5.66144 -3.42695 4.20437 0.34
H 4.61785 -3.29528 2.91667 0.06
C 5.26463 3.14637 -0.48831 -1.41
C 4.29665 2.03874 -0.85856 1.33
O 4.37801 1.59898 -2.22926 -0.56
H 6.26891 2.88083 -0.88739 0.33
H 5.33377 3.40981 0.59799 0.34
H 4.90506 4.10967 -0.94174 0.30
H 3.28823 2.36510 -0.57165 -0.55
H 4.49811 1.16036 -0.24915 0.05
H 3.92096 2.24371 -2.74997 0.27
C -3.96471 0.33574 5.73989 -1.39
C -3.16617 0.98719 4.69378 0.78
O -3.07481 2.40160 5.03868 -0.62
H -4.12849 -0.75695 5.60247 0.24
H -4.96742 0.68554 5.67606 0.39
H -3.52668 0.41570 6.70906 0.36
H -3.53070 0.91440 3.62321 -0.07
H -2.16030 0.55308 4.70016 -0.01
H -2.96993 2.85027 4.21089 0.33
C -5.48971 3.87474 2.93700 -1.21
C -4.46810 3.22345 2.03557 0.18
O -3.22372 3.58148 2.44963 -0.24
H -5.30735 4.95056 2.84236 0.21
H -5.41636 3.46479 3.96527 0.26
H -6.51538 3.67033 2.53581 0.37
H -4.56021 3.48743 0.95715 0.33
H -4.69099 2.10918 2.15104 0.13
H -2.59800 3.59190 1.70802 0.01
C -1.10108 0.45063 0.49970 -0.04
C -0.77554 1.85472 0.97085 -0.18
O -1.66402 2.81408 0.45125 -0.33
H -2.18395 0.20904 0.68493 0.44
H -0.61167 -0.33630 1.06787 -0.36
H -0.94158 0.28354 -0.55689 -0.04
H 0.27317 2.05622 0.78175 -0.02
H -0.88589 1.88066 2.08780 0.46
H -1.30748 3.20855 -0.32621 0.39
C -3.10037 5.65242 -0.49051 -1.14
C -2.98236 7.15521 -0.61341 2.23
C -3.84118 7.83851 0.48466 -1.63
C -3.25304 7.70190 1.96946 0.12
C -1.89819 8.37466 1.83079 -1.65
C -0.94628 7.77123 0.76565 2.11
N -1.63995 7.76225 -0.54776 -0.23
O -0.74251 7.10517 -1.53374 -0.48
C 0.21095 8.75955 0.63957 -1.93
C -0.40405 6.40472 1.29967 -1.50
C -3.55441 7.52337 -1.93679 -2.24
H -2.60177 5.24229 0.39546 -0.10
H -2.80849 5.11860 -1.39071 0.16
H -4.13069 5.42192 -0.23528 0.48
H -3.81063 8.93524 0.23722 0.33
H -4.87419 7.50468 0.44993 0.48
H -3.26695 6.60286 2.16366 -0.26
H -3.79761 8.20727 2.76311 0.43
H -1.33127 8.41349 2.75300 0.45
H -2.12248 9.40928 1.55089 0.45
H 0.59567 8.92697 1.64512 0.42
H 1.00879 8.55979 -0.08130 0.32
H -0.16139 9.75112 0.33342 0.48
H -0.98512 5.82772 1.96388 0.37
H -0.17400 5.85050 0.41903 0.07
H 0.46022 6.61796 1.89883 0.55
H -3.55607 8.61023 -2.06273 0.46
H -4.63837 7.22750 -2.07353 0.30
H -2.98882 7.11576 -2.73158 0.54
H -0.68679 7.78847 -2.18884 0.34
C -0.78444 -2.75986 -3.83195 -0.78
C -0.72673 -1.85931 -5.03411 2.08
C 0.38222 -0.85466 -4.81666 -0.60
C 1.77874 -1.47188 -4.84671 1.08
C 2.01084 -2.04640 -6.17781 -1.44
C 0.89133 -3.12326 -6.49788 1.54
N -0.48270 -2.51645 -6.33096 0.07
O -1.46859 -3.46781 -6.62806 -0.51
C 1.02199 -3.43373 -7.98718 -1.93
C 1.12991 -4.36171 -5.64087 -1.20
C -2.04201 -1.04085 -5.21898 -1.85
H 0.16377 -3.28611 -3.72505 -0.24
H -0.95493 -2.22851 -2.84837 -0.10
H -1.55342 -3.52870 -3.86896 0.49
H 0.31633 -0.06034 -5.53960 0.85
H 0.21448 -0.45447 -3.74631 -1.06
H 2.44217 -0.60630 -4.63413 0.56
H 2.07361 -2.22721 -4.09022 -1.31
H 2.95059 -2.57997 -6.34009 0.46
H 1.93146 -1.26122 -6.98213 0.30
H 1.01360 -2.50146 -8.62106 0.37
H 0.16719 -4.01021 -8.37464 0.37
H 1.92512 -4.06566 -8.23290 0.34
H 1.98305 -4.97045 -5.99309 0.42
H 0.28542 -5.07856 -5.71514 0.29
H 1.33503 -4.23318 -4.55256 0.18
H -1.91220 -0.17340 -5.89552 0.40
H -2.79774 -1.72665 -5.58725 0.45
H -2.39535 -0.62058 -4.20520 0.22
H -1.29642 -4.26035 -6.10620 0.39
C 3.39061 -0.81402 1.52824 -1.24
C 3.06657 -1.75437 0.28282 1.68
C 4.36235 -1.88781 -0.53248 -1.11
C 4.34761 -2.88010 -1.70137 -0.07
C 4.08285 -4.26708 -0.97403 -1.71
C 2.76499 -4.31407 -0.25044 2.31
N 2.88973 -3.16643 0.78288 -0.16
O 1.69575 -3.17416 1.52492 2.00
C 1.50250 -4.28287 -1.09418 -0.60
C 2.73386 -5.63051 0.55307 -2.18
C 1.85040 -1.21014 -0.40807 0.45
H 3.65514 0.14187 1.10729 0.14
H 4.10298 -1.37435 2.15820 0.48
H 2.41613 -0.69017 2.04209 -0.03
H 4.68350 -0.89631 -0.88263 0.16
H 5.11266 -2.21743 0.21401 0.23
H 5.29883 -2.96672 -2.21917 0.55
H 3.68899 -2.63527 -2.53440 -0.16
H 4.83931 -4.40258 -0.18549 0.30
H 4.21011 -5.03957 -1.73498 0.44
H 1.59243 -3.47381 -1.85251 -0.82
H 1.41589 -5.21521 -1.66953 0.86
H 0.60832 -4.22473 -0.49246 -0.51
H 2.95855 -6.47454 -0.09477 0.51
H 3.27594 -5.54901 1.50476 0.21
H 1.76268 -5.82814 0.93769 0.40
H 1.06071 -1.62234 0.16731 -0.35
H 1.61303 -1.48736 -1.42635 -0.87
H 1.99454 -0.11255 -0.30584 -0.07
H 1.90922 -3.48472 2.40784 -0.63
C -2.57453 -3.46816 0.03273 -1.89
C -2.96960 -3.95032 1.38093 2.38
C -3.64598 -5.30901 1.24062 -1.64
C -3.85521 -6.09096 2.58074 -0.59
C -2.46629 -6.20338 3.23621 -1.43
C -1.66414 -4.92178 3.39433 2.39
N -1.70308 -4.21475 2.07575 0.15
O -1.06948 -2.82907 2.20424 0.94
C -2.20737 -4.13069 4.55893 -2.07
C -0.17261 -5.33136 3.59323 -2.15
C -3.91239 -2.94861 2.16595 -1.61
H -2.34312 -2.39250 0.10839 -0.07
H -3.39870 -3.53563 -0.72198 0.46
H -1.68928 -3.91808 -0.46209 0.18
H -4.53223 -5.40579 0.61881 0.42
H -2.88849 -5.86029 0.69937 0.48
H -4.27569 -7.11354 2.39983 0.46
H -4.61700 -5.51145 3.15738 0.29
H -1.88112 -6.79283 2.55935 0.48
H -2.61872 -6.78257 4.18971 0.30
H -1.92157 -3.10006 4.45239 0.43
H -3.29135 -4.20892 4.78707 0.24
H -1.58699 -4.39034 5.41285 0.61
H 0.26907 -5.71568 2.64258 -0.03
H 0.51813 -4.56996 3.99830 0.29
H -0.07944 -6.17207 4.28589 0.54
H -4.21843 -3.40807 3.08483 0.37
H -4.89105 -2.71293 1.66505 0.37
H -3.30374 -2.04576 2.33971 0.16
H -0.24785 -2.94394 1.70679 -0.49
```

Values from the calculation:
- Net charge: 0
- E_tot: -3135.1003 a.u.
- LUMO energy: 0.331 eV
- Maximum force: 0.057 Eh/bohr
- Energy above the lowest of the compared OMol25 structures with the same formula, charge and spin: 0.0 kcal/mol
- Frontier orbital gap: 9.0 eV
- Structure (SMILES): CC1(C)CCCC(C)(C)N1O.CC1(C)CCCC(C)(C)N1O.CC1(C)CCCC(C)(C)N1O.CC1(C)CCCC(C)(C)N1O.COC[C@H](C)N.COC[C@H](C)N.CCO.CCO.CCO.CCO



# 3
7 unconnected molecules or ions with the total composition C2H18O6S in a non-equilibrium geometry. Source: the Open Molecules 2025 dataset; level of theory: ωB97M-V/def2-TZVPD.

```
27
Properties=species:S:1:pos:R:3:mulliken_charge:R:1
C -0.40554 -1.91980 0.90441 -1.04
C -1.86692 -2.16762 0.64958 -0.85
S -2.64594 -0.78453 -0.34407 -0.05
H -0.25529 -1.48512 1.88521 0.30
H 0.03942 -1.23098 0.19657 -0.08
H 0.19926 -2.82183 0.83338 0.43
H -2.01012 -3.01456 -0.01407 0.46
H -2.59211 -2.40871 1.42002 0.51
H -3.57836 -1.62045 -0.84049 0.00
H 2.64092 -0.34556 2.14681 0.34
H 1.38111 0.44953 2.16450 0.33
O 1.91339 -0.11535 2.73162 -0.72
H -1.19371 2.49780 0.56678 0.31
H -2.58593 2.19027 0.17317 0.43
O -1.86603 2.79931 -0.06265 -0.70
H 1.00951 0.55856 -2.06672 0.32
H 1.17775 -0.94029 -2.09453 0.21
O 1.62152 -0.14586 -1.78081 -0.74
H -1.29763 0.94631 -2.66705 0.22
H -1.31824 1.91176 -1.59071 0.14
O -0.67058 1.26920 -1.97804 -0.28
H 1.26538 2.00129 0.60936 0.34
H 0.32191 0.86658 -0.05120 0.24
O 0.48552 1.46513 0.69692 -0.95
H 2.65968 0.77562 -0.37601 0.29
H 3.98710 0.62223 -0.99699 0.38
O 3.58395 0.64708 -0.11497 -0.82
```

Values from the calculation:
- Net charge: -1
- E_tot: -936.5876 a.u.
- LUMO energy (alpha / beta): 2.956 / 3.036 eV
- Maximum force: 0.040 Eh/bohr
- Energy above the lowest of the compared OMol25 structures with the same formula, charge and spin: 0.0 kcal/mol
- 2S+1: 2
- ⟨S²⟩: 0.75
- Frontier orbital gap (alpha / beta): 2.5 / 8.9 eV



# 4
7 unconnected molecules or ions with the total composition C29H63O11 in a non-equilibrium geometry. Source: the Open Molecules 2025 dataset; level of theory: ωB97M-V/def2-TZVPD.

```
103
Properties=species:S:1:pos:R:3:mulliken_charge:R:1
C 2.40293 -3.45689 -0.07496 -1.03
C 1.28971 -2.76610 -0.38019 -0.66
C 1.15811 -1.27705 -0.11981 2.10
C 1.66878 -0.54458 -1.40408 -0.33
O 2.81625 -0.82568 -1.76118 -0.76
O 0.84386 0.24676 -1.93362 -0.64
O 2.04433 -1.03879 1.04270 -0.48
C 1.31939 -1.36522 2.12280 0.55
O 1.78006 -1.45910 3.21408 -0.67
O 0.01042 -1.54474 1.79735 -0.49
C -0.09603 -0.77178 0.55740 -0.59
C -1.42882 -0.69323 -0.14650 0.71
C -2.45191 0.01344 0.76101 -1.53
C -1.96939 -2.01624 -0.69217 -1.43
C -2.38111 -3.05534 0.37721 -0.17
C -3.82866 -3.51947 0.25188 -1.42
H 2.88045 -3.30967 0.88791 0.15
H 2.89033 -4.12963 -0.77087 0.32
H 0.45888 -3.29995 -0.83137 0.21
H 0.14097 0.24057 0.89995 0.64
H -1.27745 -0.02976 -0.99440 0.60
H -3.33631 0.22731 0.16552 0.32
H -2.01441 0.97716 1.02706 0.53
H -2.67178 -0.53352 1.67464 0.22
H -1.26841 -2.44845 -1.40390 0.54
H -2.85741 -1.76916 -1.28178 0.69
H -1.70204 -3.90762 0.32814 0.43
H -2.21188 -2.61051 1.35546 0.18
H -3.94322 -4.50926 0.70031 0.39
H -4.14632 -3.59750 -0.78691 0.36
H -4.51104 -2.86832 0.79841 0.28
C 4.07144 -4.59945 3.99804 -1.34
C 4.85242 -5.77934 3.44211 0.50
C 6.31630 -5.74971 3.85988 -1.30
O 4.74731 -5.80398 2.01927 -0.46
H 4.47544 -3.65389 3.62693 0.32
H 3.03346 -4.65364 3.67156 0.31
H 4.09349 -4.57691 5.08921 0.44
H 4.39225 -6.70496 3.79230 0.27
H 6.80245 -4.84668 3.47762 0.25
H 6.85053 -6.61079 3.45092 0.33
H 6.42156 -5.76290 4.94567 0.45
H 5.14514 -4.99903 1.66741 0.25
C -7.09795 2.21231 -0.81879 -1.12
C -6.30303 2.00199 0.45883 0.41
C -6.74994 2.94875 1.55807 -1.14
O -4.91256 2.20192 0.20842 -0.29
H -6.95855 3.23238 -1.18727 0.14
H -6.74778 1.53503 -1.59683 0.24
H -8.16613 2.04770 -0.65980 0.47
H -6.41101 0.96719 0.78770 0.30
H -6.58863 3.97878 1.23575 0.15
H -6.15739 2.79219 2.46024 0.30
H -7.80513 2.81907 1.80866 0.42
H -4.79596 3.11833 -0.07265 0.18
C -4.95699 7.72945 2.16311 -1.31
C -4.10895 6.68697 1.45073 0.35
C -3.13940 7.33021 0.47190 -1.29
O -4.95071 5.75608 0.76824 -0.46
H -5.55672 8.29134 1.44115 0.34
H -5.64666 7.25059 2.85884 0.32
H -4.33520 8.43369 2.71733 0.39
H -3.55251 6.10432 2.18508 0.26
H -3.68597 7.88067 -0.29964 0.34
H -2.54190 6.56931 -0.02998 0.32
H -2.46596 8.02273 0.97827 0.39
H -5.45541 6.24452 0.10847 0.29
C -2.90944 2.44930 -4.27305 -1.40
C -4.36991 2.25973 -3.88812 0.43
C -5.04193 3.59858 -3.61377 -1.11
O -4.46270 1.40694 -2.75157 -0.38
H -2.35683 2.92067 -3.45625 0.34
H -2.43699 1.48699 -4.46743 0.32
H -2.81013 3.07399 -5.16329 0.44
H -4.89856 1.74671 -4.69382 0.31
H -4.54972 4.10662 -2.77846 0.17
H -6.08703 3.45483 -3.34053 0.21
H -4.99699 4.25018 -4.48849 0.46
H -4.00657 1.82939 -2.01349 0.21
C 3.05147 3.67744 -3.00654 -1.27
C 3.04434 3.42286 -1.50471 0.42
C 4.05718 2.35153 -1.12200 -1.07
O 1.74531 3.03456 -1.08147 -0.48
H 2.77888 2.76480 -3.54175 0.31
H 2.31857 4.44366 -3.26728 0.30
H 4.03598 4.00308 -3.35142 0.39
H 3.27429 4.35299 -0.97672 0.30
H 3.81089 1.40125 -1.60449 0.17
H 4.03822 2.17982 -0.04499 0.27
H 5.07084 2.64160 -1.41315 0.41
H 1.54067 2.21140 -1.55275 0.25
C 9.38430 -5.97060 0.31513 -1.22
C 8.04479 -5.84771 -0.39859 0.45
C 7.51334 -4.42267 -0.33507 -1.15
O 7.09983 -6.74701 0.16965 -0.53
H 9.27523 -5.71447 1.37292 0.28
H 9.75165 -6.99632 0.26320 0.31
H 10.13269 -5.30887 -0.12478 0.38
H 8.15832 -6.14876 -1.44126 0.31
H 7.35378 -4.12302 0.70573 0.19
H 6.55428 -4.34747 -0.84775 0.29
H 8.20667 -3.71514 -0.79207 0.42
H 6.96561 -6.49883 1.09164 0.24
```

Values from the calculation:
- Net charge: -1
- E_tot: -1970.4293 a.u.
- LUMO energy: 2.043 eV
- Maximum force: 0.029 Eh/bohr
- Frontier orbital gap: 7.4 eV